The following is a quantum chemistry calculation of a molecular structure, C42H38CsN3O8S, from the OMol25 dataset.

Its energy is -76408.205 eV. The calculation puts the energy above the lowest of the compared OMol25 structures with the same formula, charge and spin at 0.505 eV. For the LUMO energy, the calculation gives 3.8 eV. The molar mass is 877.75 g mol⁻¹. The maximum force is 2.60 eV/Å.

Structure (ORCA input):
```
! RIJCOSX wB97M-V def2-TZVPD def2/J DEFGRID3
* xyz -2 1
Cs 0.05795 1.49091 -0.19988
C -0.34653 -5.17854 0.15834
C -0.65564 -3.70130 0.01346
C -2.06021 -3.32905 0.47337
O 0.29669 -2.96659 0.74701
C 0.47343 -1.72164 0.07700
C -0.02985 -1.97940 -1.37149
O -0.44328 -3.34416 -1.33462
C -1.19274 -0.97882 -1.87493
O -1.62540 -0.14429 -0.89015
C -2.33765 -1.82982 -2.44785
C -3.62529 -1.62632 -1.98211
C -4.69594 -2.33374 -2.50985
C -4.49045 -3.25518 -3.52105
C -3.20099 -3.46347 -3.99900
C -2.14099 -2.75677 -3.46576
C -0.65257 -0.11851 -3.07295
C -1.50392 0.28737 -4.09746
C -1.06848 1.11946 -5.11554
C 0.24183 1.57115 -5.14017
C 1.09734 1.19343 -4.11909
C 0.65714 0.37138 -3.09413
C 1.94481 -1.22147 0.17592
O 2.02161 -0.02488 -0.45936
C 2.86377 -2.28881 -0.44215
C 3.12361 -3.50975 0.17191
C 3.94309 -4.44574 -0.43269
C 4.52430 -4.17570 -1.66320
C 4.28892 -2.95523 -2.27012
C 3.47008 -2.01932 -1.65916
C 2.37214 -1.01770 1.64316
C 1.58998 -1.27700 2.75544
C 2.03210 -0.93836 4.02969
C 3.27319 -0.36045 4.21132
C 4.07058 -0.10351 3.10053
C 3.61623 -0.41662 1.83828
H -0.47466 -5.48903 1.19150
H 0.67951 -5.35472 -0.14979
H -1.01689 -5.75964 -0.47014
H -2.18182 -3.58870 1.52465
H -2.80925 -3.84933 -0.11865
H -2.21016 -2.25906 0.35503
H -0.18084 -0.96650 0.51476
H 0.80484 -1.94496 -2.07497
H -3.74727 -0.89850 -1.19429
H -5.69705 -2.16010 -2.12885
H -5.32339 -3.81038 -3.93689
H -3.02465 -4.18398 -4.79087
H -1.14214 -2.92716 -3.83967
H -2.53282 -0.04778 -4.10117
H -1.76249 1.41922 -5.89393
H 0.58646 2.22004 -5.93827
H 2.11922 1.55991 -4.09859
H 1.32819 0.13487 -2.26795
H 2.68079 -3.71817 1.13465
H 4.13189 -5.39178 0.06034
H 5.16193 -4.91021 -2.13865
H 4.74579 -2.72816 -3.22460
H 3.28808 -1.05064 -2.09590
H 0.61375 -1.72501 2.63988
H 1.38147 -1.11000 4.87777
H 3.61147 -0.08901 5.20351
H 5.04073 0.36288 3.22552
H 4.20597 -0.18093 0.96434
C 3.66811 3.95611 1.46378
C 2.32242 4.56578 1.59025
N 1.20909 4.00097 1.19767
C 0.20908 4.88362 1.52418
C 0.73319 6.00181 2.11051
N 2.08094 5.78111 2.14739
C 0.16520 7.28422 2.64961
O -1.08692 7.36852 2.59945
O 0.98797 8.12815 3.02673
C -1.20653 4.56421 1.22563
O -2.11208 5.39430 1.71009
O -1.49808 3.58012 0.57550
H 3.55027 2.94291 1.09562
H 4.17571 3.91528 2.42616
H 4.29583 4.51184 0.76916
H 2.71809 6.46977 2.52791
H -1.68202 6.21492 2.16314
S -1.23383 1.30064 4.39045
C -2.53918 1.80779 3.47833
N -2.64718 1.43322 2.17051
C -3.62814 1.78373 1.31825
C -4.66121 2.55601 1.75689
C -4.61905 2.99457 3.10093
C -3.60489 2.63585 3.93102
H -1.87411 0.90920 1.77687
H -3.49443 1.42013 0.30950
H -5.43853 2.86081 1.07683
H -5.39999 3.64570 3.47325
H -3.55524 2.98399 4.95290
*
```